# 1
Molecular formula: C5H9NO
Method: DFT, ωB97M-V/def2-TZVPD

Positions of all 16 atoms, in Å:
O (2.923, -0.107, 0.666)
N (1.889, -0.699, 0.420)
C (-0.516, -0.020, -0.012)
C (0.690, 1.659, 0.489)
C (-1.475, -1.108, -0.338)
C (0.788, 0.172, 0.289)
C (-0.819, 1.453, 0.159)
H (1.251, 2.264, -0.227)
H (1.362, -2.384, -0.777)
H (-2.081, -1.329, 0.550)
H (-2.171, -0.766, -1.114)
H (-1.505, 1.662, 0.987)
H (-1.180, 1.961, -0.742)
H (0.903, 2.004, 1.504)
H (-1.000, -2.034, -0.666)
H (0.959, -2.655, -1.343)

Relative energy (zero: lowest compared OMol25 entry of this formula, charge and spin) = 5.219 eV
Largest force on an atom = 0.364 eV/A
E_LUMO = -0.5 eV
M = 99.13 g mol⁻¹
Frontier orbital gap = 8.46 eV
SMILES = CC1=C(N=O)CC1.[H][H]
HOMO = -8.92 eV

***

# 2
Molecular formula: C3H4O2
Method: DFT, ωB97M-V/def2-TZVPD

Positions of all 9 atoms, in Å:
O (2.245, 0.563, -0.132)
O (-1.056, -0.433, 0.895)
C (-1.070, -0.170, -0.493)
C (1.319, -0.117, 0.239)
C (-0.060, 0.435, 0.385)
H (-0.784, -1.014, -1.121)
H (1.413, -1.207, 0.435)
H (-1.871, 0.458, -0.876)
H (-0.137, 1.484, 0.668)

Relative energy (zero: lowest compared OMol25 entry of this formula, charge and spin) = 1.774 eV
Largest force on an atom = 0.528 eV/A
E_LUMO = 0.8 eV
M = 72.06 g mol⁻¹
Frontier orbital gap = 11.02 eV
SMILES = O=C[C@H]1CO1
HOMO = -10.23 eV

***

# 3
Molecular formula: C5H9NO
Method: DFT, ωB97M-V/def2-TZVPD

Positions of all 16 atoms, in Å:
O (-1.703, 0.629, -0.980)
N (1.920, 2.007, 0.982)
C (-0.207, -0.560, 0.500)
C (0.546, 0.778, -1.521)
C (-0.807, -1.967, 0.431)
C (-0.411, 0.294, -0.727)
C (2.008, 2.853, 1.790)
H (-2.249, 0.278, -0.268)
H (-0.759, -2.451, 1.414)
H (-1.858, -1.941, 0.128)
H (0.859, -0.631, 0.729)
H (0.307, 1.439, -2.350)
H (1.725, 1.409, 0.198)
H (1.577, 0.479, -1.374)
H (-0.676, -0.022, 1.336)
H (-0.274, -2.593, -0.289)

Relative energy (zero: lowest compared OMol25 entry of this formula, charge and spin) = 2.645 eV
Largest force on an atom = 1.375 eV/A
E_LUMO = 0.6 eV
M = 99.13 g mol⁻¹
Frontier orbital gap = 10.03 eV
HOMO = -9.41 eV

***

# 4
Molecular formula: C22H32NO3
Method: DFT, ωB97M-V/def2-TZVPD

Positions of all 58 atoms, in Å:
O (1.745, -0.925, 1.954)
O (0.022, -2.628, 2.054)
O (0.807, 0.327, 0.323)
N (1.851, 2.436, -1.166)
C (-0.285, -2.251, -0.328)
C (0.294, -3.496, -0.539)
C (-4.125, -1.163, 1.620)
C (-1.635, -0.946, 1.424)
C (3.099, 2.035, 0.785)
C (0.856, 3.392, -1.716)
C (-0.747, -2.101, -2.684)
C (0.339, -4.044, -1.809)
C (2.957, -0.193, 2.197)
C (3.066, 1.029, 1.438)
C (0.819, -0.627, 1.084)
C (-2.882, 0.358, 3.172)
C (-0.301, -1.667, 1.086)
C (1.470, 4.518, -2.531)
C (-1.578, -0.360, 2.837)
C (1.710, 0.725, -2.975)
C (-0.794, -1.551, -1.415)
C (-4.072, -0.585, 3.030)
C (-2.826, -1.898, 1.298)
C (2.605, 1.669, -2.191)
C (2.790, 3.065, -0.185)
C (-0.184, -3.350, -2.885)
H (3.116, 2.369, -2.855)
H (0.154, 2.826, -2.329)
H (-4.965, -1.852, 1.529)
H (1.329, 1.711, -0.622)
H (-3.980, -1.398, 3.753)
H (2.329, 0.075, -3.587)
H (0.302, 3.805, -0.870)
H (-4.997, -0.049, 3.247)
H (2.294, 3.902, 0.313)
H (-1.761, -0.122, 0.716)
H (-2.870, -2.313, 0.289)
H (3.683, 3.430, -0.696)
H (1.034, 1.255, -3.640)
H (0.715, -4.034, 0.297)
H (3.784, -0.872, 1.958)
H (2.196, 5.086, -1.956)
H (-1.157, -1.552, -3.519)
H (-1.237, -0.576, -1.277)
H (-2.833, 0.746, 4.191)
H (2.971, 0.018, 3.273)
H (1.942, 4.154, -3.439)
H (-1.404, -1.163, 3.556)
H (-3.012, 1.208, 2.497)
H (3.356, 1.084, -1.655)
H (0.785, -5.016, -1.955)
H (-0.741, 0.340, 2.913)
H (-4.275, -0.356, 0.899)
H (-0.699, -3.269, 2.096)
H (-0.154, -3.777, -3.875)
H (-2.716, -2.727, 2.002)
H (1.133, 0.098, -2.300)
H (0.678, 5.201, -2.827)

Charge = +1
Relative energy (zero: lowest compared OMol25 entry of this formula, charge and spin) = 1.507 eV
Largest force on an atom = 1.186 eV/A
E_LUMO = -2.1 eV
M = 358.50 g mol⁻¹
Frontier orbital gap = 9.62 eV
SMILES = CC[NH+](CC)CC#CCOC(=O)[C@](O)(c1ccccc1)C1CCCCC1
HOMO = -11.75 eV